Entry 1:
61
Properties=species:S:1:pos:R:3:forces:R:3:lowdin_charge:R:1 method="wB97M-V/def2-TZVPD" smiles="CCCc1ccc(-c2cc(C(=O)NCCc3ccc(S(N)(=O)=O)cc3)c3ccccc3n2)cc1" relative_energy_kcal_mol=3.20 total_energy_ha=-1833.3135 homo_lumo_gap_ha=0.30498 molar_mass_g_mol=473.6 e_homo_ha=-0.3130
C 0.0140 5.0316 4.0151 0.25 0.00 -0.05 -0.106
C 1.1144 5.1481 2.9680 -0.23 0.08 -0.03 -0.248
C 0.5909 4.8791 1.5509 0.24 0.01 0.17 -0.163
C 0.1084 3.4677 1.3995 -0.02 0.02 -0.05 -0.263
C -1.2482 3.1579 1.3777 0.08 0.01 0.01 -0.044
C -1.6754 1.8518 1.2275 0.05 -0.20 -0.03 -0.020
C -0.7518 0.8202 1.0748 0.08 0.48 0.10 -0.171
C -1.2216 -0.5538 0.8668 -0.26 -0.48 0.03 -0.209
C -0.4491 -1.4563 0.0994 -0.16 -0.38 -0.01 0.055
C -0.8810 -2.7468 -0.0826 -0.17 0.50 0.10 -0.048
C -0.0648 -3.6717 -0.9305 0.37 0.11 0.35 -0.449
O -0.5238 -4.3950 -1.7906 -0.13 -0.15 -0.27 0.087
N 1.2599 -3.6173 -0.6399 0.18 0.00 0.20 0.071
C 2.2613 -4.1905 -1.5128 -0.16 -0.12 -0.29 -0.156
C 2.2926 -3.4874 -2.8869 -0.03 -0.08 0.16 -0.122
C 2.0741 -2.0060 -2.7524 0.04 0.02 -0.11 -0.229
C 2.9997 -1.1998 -2.0945 -0.12 0.03 -0.09 -0.025
C 2.7697 0.1582 -1.9449 0.14 0.07 0.14 -0.051
C 1.6121 0.7083 -2.4578 -0.08 0.46 0.08 -0.295
S 1.3425 2.4654 -2.3692 -0.63 0.37 0.27 0.618
N -0.2679 2.5398 -1.9093 0.88 -0.20 -0.44 -0.024
O 1.4211 3.0125 -3.6915 -0.21 -0.17 -0.14 -0.291
O 2.1803 3.0275 -1.3458 0.02 -0.37 -0.03 -0.303
C 0.6798 -0.0705 -3.1121 -0.07 -0.13 -0.09 -0.050
C 0.9086 -1.4290 -3.2487 0.10 0.11 0.00 -0.016
C -2.1160 -3.1409 0.4951 -0.06 0.36 0.13 -0.086
C -2.6613 -4.4337 0.3815 -0.17 -0.26 0.01 -0.013
C -3.8632 -4.7289 0.9645 0.23 -0.12 -0.13 -0.072
C -4.5667 -3.7536 1.6890 -0.05 0.26 0.09 -0.077
C -4.0634 -2.4902 1.8220 -0.13 -0.19 0.02 -0.014
C -2.8275 -2.1500 1.2321 0.13 -0.66 -0.32 -0.207
N -2.3704 -0.8970 1.3984 0.21 0.64 0.10 0.177
C 0.6079 1.1261 1.1227 -0.16 -0.09 0.06 -0.025
C 1.0288 2.4294 1.2917 -0.12 0.09 0.10 -0.049
H -0.7821 5.7455 3.8140 -0.13 0.07 0.01 0.074
H 0.4103 5.2329 5.0077 -0.04 0.00 0.12 0.069
H -0.4124 4.0309 4.0110 -0.09 -0.07 0.07 0.069
H 1.9102 4.4369 3.1971 0.09 0.03 -0.02 0.105
H 1.5427 6.1521 3.0006 0.09 -0.03 0.00 0.106
H -0.2205 5.5766 1.3322 0.01 0.02 -0.06 0.116
H 1.3976 5.0491 0.8341 -0.07 0.07 -0.06 0.116
H -1.9767 3.9503 1.4779 -0.06 0.10 -0.01 0.117
H -2.7264 1.6096 1.2142 -0.11 -0.02 -0.01 0.112
H 0.4479 -1.0974 -0.3830 0.11 0.00 -0.07 0.097
H 1.5695 -2.9291 0.0267 -0.13 -0.08 -0.02 0.133
H 3.2250 -4.1094 -1.0091 -0.06 -0.03 0.00 0.119
H 2.0263 -5.2473 -1.6628 0.15 0.07 0.05 0.124
H 3.2532 -3.6912 -3.3628 -0.01 -0.03 -0.06 0.121
H 1.5006 -3.9062 -3.5069 0.08 -0.01 -0.03 0.109
H 3.9088 -1.6360 -1.7060 0.12 -0.03 0.05 0.119
H 3.4710 0.8027 -1.4388 0.14 0.03 0.08 0.115
H -0.3812 2.7082 -0.9216 0.04 -0.02 0.36 0.025
H -0.7709 3.2157 -2.4608 0.00 0.16 -0.24 0.076
H -0.2122 0.3938 -3.4988 -0.17 -0.04 -0.06 0.116
H 0.1781 -2.0509 -3.7440 -0.08 -0.08 -0.05 0.123
H -2.1245 -5.1778 -0.1858 0.00 -0.06 -0.05 0.109
H -4.2798 -5.7208 0.8708 0.00 -0.08 -0.02 0.104
H -5.5128 -4.0120 2.1420 -0.07 0.01 0.04 0.103
H -4.5840 -1.7249 2.3759 -0.04 0.08 0.06 0.111
H 1.3449 0.3397 1.0511 0.07 -0.09 -0.05 0.113
H 2.0834 2.6538 1.3175 0.13 0.03 -0.03 0.119


Entry 2:
8
Properties=species:S:1:pos:R:3:forces:R:3:lowdin_charge:R:1 method="wB97M-V/def2-TZVPD" relative_energy_kcal_mol=111.23 total_energy_ha=-697.3737 homo_lumo_gap_ha=0.34973 molar_mass_g_mol=106.1 e_homo_ha=-0.3499
C -0.9551 0.2509 0.4200 0.17 2.78 0.17 -0.134
N -0.7554 0.0428 -0.9123 0.20 -0.86 -0.63 -0.130
N -0.1423 -0.5122 -1.6774 -1.79 1.29 -1.33 0.233
O 2.0475 0.8535 0.5833 -0.22 0.38 -0.20 -0.465
O 1.3364 -1.1764 -0.5294 0.69 -1.86 -1.39 -0.473
S 1.3149 -0.3874 0.6545 0.63 0.92 3.60 0.773
H -1.1529 1.3768 0.6940 0.51 -2.39 -0.60 0.126
H -1.6932 -0.4479 0.7673 -0.18 -0.26 0.38 0.070


Entry 3:
31
Properties=species:S:1:pos:R:3:forces:R:3:lowdin_charge:R:1 method="wB97M-V/def2-TZVPD" relative_energy_kcal_mol=2.94 total_energy_ha=-4404.0788 homo_lumo_gap_ha=0.25958 molar_mass_g_mol=629.0 e_homo_ha=-0.3304
Rh -0.6468 -0.6390 0.5664 -0.66 -0.10 -0.13 1.176
Cl 0.1643 1.8089 -2.0335 -0.02 0.01 0.02 0.742
C -1.0349 2.1093 -0.8379 0.03 0.02 -0.03 -0.661
C -1.2798 1.1737 0.1464 -0.05 0.00 -0.03 -0.309
C -2.2018 1.4740 1.1157 0.06 0.09 0.06 -0.630
Cl -2.2646 0.2020 2.3409 0.38 0.02 -0.02 0.789
C -2.9389 2.6365 1.1717 -0.01 0.01 0.01 -0.704
Cl -4.0651 2.9040 2.4345 0.01 0.00 -0.01 0.720
C -2.7090 3.5673 0.1572 -0.01 0.01 0.00 -0.692
Cl -3.5957 5.0373 0.1504 0.01 -0.01 0.00 0.703
C -1.7562 3.3093 -0.8339 0.00 0.01 -0.01 -0.686
Cl -1.4690 4.4796 -2.0558 0.00 -0.01 0.01 0.707
Cl 5.9186 -2.8540 -0.6895 0.01 -0.01 0.00 0.683
C 4.4751 -2.0622 -0.1502 -0.02 -0.03 0.00 -0.661
C 4.4773 -0.6774 0.0170 -0.03 0.03 0.01 -0.101
C 3.3406 -0.0283 0.4366 -0.01 -0.06 -0.02 -0.574
Cl 3.3591 1.6824 0.6390 0.00 0.04 0.00 0.739
C 2.1398 -0.7264 0.7033 0.08 -0.01 0.04 -0.344
O 1.1116 -0.0347 1.1288 -0.16 0.09 0.14 -0.191
C 2.1731 -2.1341 0.5429 -0.07 0.04 0.03 -0.126
C 1.0566 -2.9856 0.8891 -0.02 0.05 -0.01 -0.142
O -0.0855 -2.6239 1.1710 0.06 -0.04 -0.16 -0.048
C 3.3433 -2.7831 0.1193 0.04 -0.02 -0.01 -0.053
H 5.3724 -0.1070 -0.1887 0.00 0.00 0.00 0.113
H 1.2649 -4.0630 0.9081 0.02 0.00 0.08 0.146
H 3.3416 -3.8600 0.0088 0.02 0.00 0.00 0.120
F -0.2248 -1.1728 -1.3199 0.02 -0.13 -0.02 -0.072
B -1.5896 -1.8580 -1.6489 0.25 0.01 -0.09 -1.127
F -2.0389 -1.3478 -2.8021 -0.03 0.03 0.04 0.231
F -1.3716 -3.1861 -1.5827 -0.05 -0.02 -0.03 0.214
F -2.3602 -1.3965 -0.5018 0.15 0.00 0.13 0.037


Entry 4:
88
Properties=species:S:1:pos:R:3:forces:R:3:lowdin_charge:R:1 method="wB97M-V/def2-TZVPD" total_energy_ha=-3525.6692 homo_lumo_gap_ha=0.28102 molar_mass_g_mol=818.4 e_homo_ha=-0.3792
Li -4.5840 -1.0703 0.2533 1.08 0.14 0.42 0.861
P -1.8331 -0.8356 0.6073 2.31 -0.35 2.18 0.199
F -0.9730 0.1760 -0.2967 -0.44 -1.05 -0.09 -0.105
F -2.5839 -1.4607 -0.6956 -0.99 0.45 0.09 -0.188
F -0.8247 -2.0946 0.6273 -0.18 0.85 -0.85 -0.123
F -2.8121 -1.7718 1.5879 -1.18 0.21 -0.75 -0.219
F -1.1209 -0.2947 1.9195 -0.17 0.30 0.37 -0.136
F -2.9592 0.3588 0.8124 -1.08 -0.68 -1.07 -0.204
C -4.1341 -1.1256 -4.6738 0.57 1.18 -0.72 -0.108
C -3.0222 -0.6737 -3.7159 -1.18 -0.79 0.29 -0.134
O -1.8506 -1.1348 -4.3308 0.86 0.14 0.34 0.052
C -2.0709 -1.4810 -5.6150 -1.48 -0.21 0.10 -0.547
O -1.2349 -1.7058 -6.4093 0.42 -0.15 -0.39 0.196
O -3.4315 -1.5631 -5.8408 0.77 0.01 0.28 0.057
H -4.6952 -0.2412 -4.9729 -0.61 -0.39 0.06 0.132
H -4.7246 -1.9268 -4.2407 -0.20 -0.03 -0.31 0.126
H -3.2514 -1.2224 -2.8030 0.86 0.33 0.26 0.097
H -2.9710 0.3986 -3.5339 0.02 -0.01 -0.07 0.128
C 0.2790 -4.1507 3.9333 -0.92 -1.07 -0.65 -0.121
C -0.7444 -3.2813 4.6586 0.19 -0.75 0.35 -0.113
O 0.0159 -2.7342 5.7364 -0.18 0.09 -0.43 0.061
C 1.3210 -3.0574 5.5839 0.93 1.48 0.49 -0.574
O 2.1794 -2.5838 6.2646 -0.27 -0.64 -0.11 0.163
O 1.5395 -3.8482 4.5206 -0.71 -0.26 -0.25 0.088
H 0.2670 -4.0943 2.8447 0.50 0.68 0.04 0.122
H -0.0510 -5.1806 4.1019 0.80 -0.19 0.32 0.127
H -1.4565 -3.9667 5.1187 -0.45 0.43 -0.18 0.126
H -1.2271 -2.5382 4.0243 0.13 0.27 0.30 0.114
C -2.1235 2.3066 3.1128 -1.09 0.28 0.62 -0.109
C -1.6400 1.3525 4.2315 0.30 0.91 0.31 -0.093
O -1.4848 2.2468 5.3401 0.71 -0.09 0.33 0.062
C -1.8596 3.4908 5.0507 -0.12 0.46 -0.25 -0.585
O -1.7910 4.4100 5.8009 -0.14 0.03 -0.07 0.160
O -2.3453 3.5614 3.7800 0.30 -0.13 0.56 0.044
H -3.1173 2.0132 2.7719 0.37 -0.13 -0.57 0.113
H -1.4138 2.5455 2.3221 -0.05 -0.69 -0.09 0.133
H -0.6724 0.9322 3.9637 -0.12 -0.22 0.31 0.113
H -2.3360 0.6334 4.6692 -0.05 -0.34 -1.04 0.135
C -1.7523 -5.2634 -0.0165 -0.01 -0.01 1.27 -0.104
C -1.5919 -5.3222 -1.5381 -0.91 -0.17 1.64 -0.114
O -0.6852 -6.3960 -1.6807 -0.12 0.65 -0.99 0.069
C -0.0651 -6.6649 -0.5129 0.92 -0.88 -0.44 -0.585
O 0.8565 -7.4172 -0.4723 -0.22 0.22 0.56 0.170
O -0.6440 -6.0266 0.5061 -0.09 0.45 -0.22 0.068
H -2.6367 -5.7460 0.4045 -0.20 0.01 -0.42 0.128
H -1.6910 -4.2599 0.4004 0.10 0.02 -0.13 0.099
H -1.2546 -4.3345 -1.8522 0.42 -0.35 -0.65 0.124
H -2.5606 -5.6027 -1.9474 0.20 0.14 -0.55 0.128
C 1.6757 7.5193 -2.7960 0.30 0.84 -0.26 -0.062
C 1.1620 6.6685 -1.6528 -0.92 1.66 0.70 -0.218
O 1.1078 5.3149 -2.0675 0.99 -0.12 0.45 0.050
C -0.0563 4.7145 -2.2260 -0.13 0.38 0.33 -0.626
O -1.1393 5.1739 -2.0006 -0.52 0.14 -0.04 0.135
O 0.1908 3.4912 -2.6647 0.29 -0.47 -0.88 0.011
C -0.9567 2.7254 -3.0240 0.23 -0.53 0.76 -0.043
H 1.3054 7.2105 -3.7730 0.18 -0.48 0.08 0.081
H 2.7651 7.5663 -2.7706 0.02 -0.40 -0.38 0.075
H 1.3920 8.5762 -2.7842 -0.30 -0.11 0.66 0.077
H 0.2218 7.0310 -1.2245 -0.54 -0.41 -0.92 0.121
H 1.7435 6.8468 -0.7439 0.82 -0.94 -0.33 0.126
H -1.4380 2.4751 -2.0764 -0.56 0.02 -0.31 0.094
H -0.5857 1.7980 -3.4589 0.15 0.12 -0.07 0.078
H -1.6089 3.2194 -3.7407 -0.01 0.24 0.21 0.102
C 5.4168 1.6158 0.2542 0.14 0.93 0.82 -0.058
C 4.1992 2.4982 0.4781 0.84 0.25 -0.75 -0.227
O 3.1681 1.7881 1.1411 -0.66 -0.26 -0.51 0.006
C 3.0741 1.7767 2.4795 0.63 0.44 -0.67 -0.616
O 3.6827 2.5022 3.2059 0.14 0.23 0.37 0.149
O 2.2160 0.8737 2.8997 -0.73 -0.35 0.99 0.019
C 1.6758 -0.1354 2.0347 0.63 0.60 -0.46 -0.016
H 5.1241 0.7086 -0.2613 0.26 -0.06 -0.24 0.069
H 5.9306 1.3933 1.1914 -0.23 -0.26 0.07 0.082
H 6.1211 2.2601 -0.2792 0.05 -0.48 -0.47 0.082
H 3.8591 2.7782 -0.5219 -0.67 -0.29 0.15 0.116
H 4.4748 3.4598 0.9130 -0.20 -0.28 0.73 0.124
H 2.5216 -0.5405 1.4808 -0.33 -0.46 -0.08 0.105
H 0.9510 0.3095 1.3612 0.18 0.01 -0.16 0.072
H 1.1623 -0.8605 2.6564 0.30 -0.04 0.12 0.089
C 1.0934 -1.0654 -2.7189 -1.04 -0.45 0.89 -0.018
C 2.6048 -0.9305 -2.6304 -1.29 -0.21 -0.08 -0.277
O 2.9351 -2.0677 -1.8739 0.92 0.56 -0.18 0.145
C 1.8736 -2.4579 -1.1323 -1.13 -0.52 0.57 -0.568
O 1.8768 -3.2927 -0.2901 0.53 -0.06 0.05 0.179
O 0.7511 -1.8111 -1.5042 0.98 0.58 -0.98 0.023
F 2.8804 0.2237 -1.9499 0.41 -0.14 0.23 0.064
H 0.7060 -1.6996 -3.5133 0.33 0.40 -0.48 0.136
H 0.5649 -0.1210 -2.6309 0.14 0.09 -0.32 0.118
H 3.1206 -0.8916 -3.5862 0.22 -0.29 0.16 0.173


Entry 5:
6
Properties=species:S:1:pos:R:3:forces:R:3:lowdin_charge:R:1 method="wB97M-V/def2-TZVPD" smiles="NC(=O)[O-]" relative_energy_kcal_mol=9.82 total_energy_ha=-244.6017 total_charge=-1 homo_lumo_gap_ha=0.30956 molar_mass_g_mol=60.0 e_homo_ha=-0.1346
N 0.4896 -0.6503 0.1043 -0.08 1.47 -0.27 0.065
C -0.2638 0.5356 -0.2403 3.36 3.06 1.32 -0.827
O -0.8426 0.5595 -1.3123 -1.40 -0.10 -0.77 -0.075
O 0.0724 1.5388 0.5665 -1.66 -2.36 -1.58 -0.211
H 0.4966 -0.5125 1.0772 0.58 -0.73 1.65 0.024
H 0.0476 -1.4712 -0.1954 -0.81 -1.34 -0.35 0.023


Entry 6:
14
Properties=species:S:1:pos:R:3:forces:R:3:lowdin_charge:R:1 method="wB97M-V/def2-TZVPD" relative_energy_kcal_mol=19.77 total_energy_ha=-358.0184 homo_lumo_gap_ha=0.36024 molar_mass_g_mol=101.1 e_homo_ha=-0.3255
H 0.4438 -0.9628 -2.3359 0.22 0.27 0.16 0.060
N -0.2922 -0.9840 -1.6336 -0.80 -0.57 -0.28 0.165
C -0.0760 -0.3079 -0.6054 2.00 1.81 1.33 -0.296
C 1.1686 0.5928 -0.2517 -0.22 -0.79 -0.99 -0.220
N 1.9248 0.1687 0.9006 0.15 0.01 0.32 0.002
C -1.0184 -0.2357 0.5658 -1.27 -1.31 -0.61 -0.520
N -2.2230 0.2941 0.2370 -0.36 0.12 0.03 0.174
O -0.7441 -0.6712 1.6666 0.19 0.42 0.06 0.061
H 1.8256 0.5769 -1.1275 -0.03 0.11 -0.01 0.105
H 0.8460 1.6284 -0.1020 -0.14 -0.15 -0.04 0.118
H 2.2572 -0.7835 0.7876 -0.09 0.11 0.05 0.078
H 1.3439 0.1919 1.7344 0.14 -0.13 -0.16 0.060
H -2.9726 0.1744 0.9027 0.09 0.09 0.02 0.113
H -2.4833 0.3177 -0.7385 0.11 0.02 0.13 0.102